(1)
83
Properties=species:S:1:pos:R:3:forces:R:3 method="wB97M-V/def2-TZVPD" gap_ev=7.841 total_charge=+2 e_tot_ha=-4554.88978 largest_force_ev_per_a=0.84 lumo_energy_ev=-4.84
Be -0.029 1.476 1.147 -0.4 0.7 -0.1
C -0.809 -1.116 4.195 0.1 0.2 -0.1
Sb -0.906 -0.604 2.125 -0.1 -0.7 0.1
C -2.866 -1.318 1.693 0.0 0.2 0.0
C 0.256 -2.197 1.270 0.1 0.1 0.0
C 1.442 -2.760 1.999 0.1 0.0 0.0
C 1.499 -4.140 2.187 0.0 0.0 0.0
C 2.632 -4.757 2.691 0.0 0.0 0.0
C 3.744 -3.993 3.002 0.0 0.0 0.0
C 3.688 -2.617 2.857 0.0 0.0 0.0
C 2.543 -1.979 2.382 0.0 -0.1 0.1
C 2.521 -0.476 2.388 -0.1 0.0 -0.1
Sb 2.212 0.555 0.513 0.7 -0.3 0.4
C 3.119 -0.870 -0.799 -0.3 0.1 -0.1
C 3.840 1.921 0.739 -0.1 0.0 -0.1
H -1.382 -0.410 4.793 0.0 0.0 0.0
H 0.225 -1.127 4.537 0.0 0.0 0.0
H -1.230 -2.113 4.312 0.0 0.0 0.0
H -2.885 -2.398 1.826 0.1 0.0 0.0
H -3.121 -1.070 0.665 0.0 0.0 0.0
H -3.593 -0.869 2.369 0.0 0.0 0.0
H 0.571 -1.801 0.301 -0.1 0.0 0.0
H -0.457 -2.993 1.063 0.0 0.0 0.0
H 0.644 -4.747 1.909 0.0 0.0 0.0
H 2.651 -5.830 2.825 0.0 0.0 0.0
H 4.649 -4.461 3.367 0.0 0.0 0.0
H 4.547 -2.018 3.139 0.0 0.0 0.0
H 3.473 -0.106 2.769 0.0 0.1 0.0
H 1.746 -0.102 3.064 0.1 0.0 0.0
H 4.016 -1.237 -0.305 0.0 0.1 0.1
H 3.383 -0.400 -1.744 0.0 0.0 0.0
H 2.445 -1.706 -0.978 0.0 0.0 0.0
H 4.753 1.342 0.869 0.0 0.0 0.0
H 3.675 2.535 1.623 0.0 0.0 0.0
H 3.947 2.564 -0.133 0.0 0.0 0.0
N 0.532 2.826 -1.649 0.1 0.1 -0.1
C -0.579 3.114 -0.938 -0.3 0.0 0.1
N -1.047 2.377 0.053 0.3 -0.1 -0.1
C -2.207 2.969 0.594 -0.2 0.2 0.0
C -3.023 2.448 1.593 0.1 0.0 0.0
C -4.111 3.184 2.030 0.0 0.0 0.0
C -4.402 4.434 1.489 0.0 0.0 -0.1
C -3.617 4.957 0.477 0.0 0.0 -0.1
C -2.536 4.208 0.038 0.1 -0.2 0.0
S -1.430 4.586 -1.255 0.0 -0.1 0.0
H 0.752 1.855 -1.806 -0.1 -0.1 0.0
H 0.731 3.433 -2.431 0.1 -0.1 0.0
H -2.832 1.466 1.999 0.0 0.0 0.0
H -4.754 2.777 2.799 0.0 0.0 0.0
H -5.258 4.991 1.842 0.0 0.0 0.0
H -3.834 5.919 0.032 -0.1 0.0 0.0
C -1.140 -2.910 -2.064 0.0 0.0 0.1
As -1.248 -0.970 -1.831 0.1 0.0 -0.2
C -2.969 -0.740 -2.736 0.0 0.0 0.0
C -0.061 -0.391 -3.336 0.0 -0.1 0.1
C -0.050 -1.288 -4.535 0.0 0.0 -0.1
C 0.848 -2.351 -4.611 0.0 0.0 0.0
C 0.867 -3.186 -5.716 0.0 0.0 0.0
C -0.017 -2.971 -6.764 0.0 0.0 0.0
C -0.917 -1.918 -6.698 0.0 0.0 0.0
C -0.933 -1.082 -5.591 0.0 0.0 0.0
H -1.345 -3.165 -3.102 0.0 0.0 0.0
H -1.892 -3.378 -1.427 0.0 0.0 0.0
H -0.163 -3.308 -1.792 0.0 0.1 0.0
H -2.953 -1.263 -3.691 0.0 0.0 0.0
H -3.178 0.317 -2.902 0.0 0.0 0.0
H -3.768 -1.157 -2.125 0.0 0.0 0.0
H 0.958 -0.322 -2.935 -0.1 0.1 0.0
H -0.407 0.604 -3.621 0.0 0.1 0.1
H 1.546 -2.523 -3.797 0.0 0.0 0.0
H 1.570 -4.008 -5.761 0.0 0.0 0.0
H 0.000 -3.616 -7.631 0.0 0.0 0.0
H -1.608 -1.745 -7.513 0.0 0.0 0.0
H -1.634 -0.254 -5.557 0.0 0.0 0.0
N 0.277 4.349 3.745 0.0 0.0 0.1
C 1.036 4.849 2.717 0.1 -0.1 -0.1
C 1.113 3.851 1.800 0.0 0.2 0.1
N 0.402 2.757 2.263 0.1 -0.3 -0.2
C -0.087 3.100 3.443 0.0 -0.2 0.0
H 0.035 4.843 4.590 0.0 0.0 0.0
H 1.468 5.834 2.731 -0.1 0.0 0.0
H 1.611 3.847 0.845 0.0 0.0 0.0
H -0.691 2.472 4.078 0.0 0.0 0.0

=====

(2)
34
Properties=species:S:1:pos:R:3:forces:R:3 method="wB97M-V/def2-TZVPD" gap_ev=8.857 e_tot_ha=-1287.45147 largest_force_ev_per_a=0.74 de_lowest_ev=0.000 lumo_energy_ev=0.56
F -0.640 -3.255 0.177 0.0 0.0 0.0
C -1.506 -2.224 0.141 -0.2 0.1 0.1
C -2.861 -2.482 0.234 0.3 0.0 -0.1
C -3.735 -1.408 0.165 0.2 0.3 0.0
C -3.232 -0.133 0.034 0.2 0.0 0.1
C -1.858 0.142 -0.033 -0.3 -0.6 0.2
C -0.990 -0.949 0.003 -0.1 -0.1 0.0
H 0.074 -0.835 -0.133 0.1 0.0 0.0
N -1.459 1.457 -0.191 -0.3 0.2 -0.1
C -0.272 2.078 0.103 -0.1 0.1 0.2
N 0.575 1.478 0.954 -0.4 -0.3 -0.1
H 0.331 0.576 1.330 0.0 0.1 0.0
C 1.896 1.986 1.234 0.4 0.3 -0.1
H 2.208 1.582 2.198 0.0 0.0 0.0
H 1.836 3.076 1.299 0.0 -0.2 0.1
C 2.902 1.600 0.136 -0.1 0.0 0.2
C 2.885 0.118 -0.110 0.1 0.1 -0.1
C 2.291 -0.403 -1.253 0.1 0.0 0.0
C 2.230 -1.772 -1.457 0.0 -0.1 0.0
C 2.755 -2.638 -0.514 0.0 -0.1 -0.1
C 3.350 -2.129 0.628 0.0 -0.1 0.1
C 3.416 -0.762 0.828 0.0 0.0 0.0
H 3.888 -0.369 1.717 0.1 0.0 0.1
H 3.766 -2.800 1.365 0.0 -0.1 0.1
H 2.698 -3.705 -0.667 0.0 -0.1 0.0
H 1.764 -2.161 -2.350 0.0 0.0 -0.1
H 1.875 0.271 -1.989 0.0 0.1 -0.1
H 2.636 2.132 -0.778 0.0 0.0 0.0
H 3.894 1.925 0.451 0.0 0.1 0.0
S 0.001 3.572 -0.543 0.1 0.6 -0.3
H -2.155 2.084 -0.577 0.3 -0.1 0.0
F -4.091 0.910 -0.040 0.1 0.0 0.0
H -4.802 -1.552 0.215 -0.1 0.0 0.0
H -3.217 -3.492 0.343 0.0 -0.1 0.0

=====

(3)
113
Properties=species:S:1:pos:R:3:forces:R:3 method="wB97M-V/def2-TZVPD" gap_ev=6.775 total_charge=+1 e_tot_ha=-6068.50469 largest_force_ev_per_a=2.61 lumo_energy_ev=-4.07
C 6.374 -1.204 1.047 -0.9 0.5 -0.4
C 5.715 -0.644 -0.302 -0.7 -0.5 0.5
C 4.261 -1.250 -0.429 0.2 -0.7 0.4
C 3.274 -0.745 0.704 -0.2 1.7 -1.1
C 2.593 0.594 0.158 0.3 -1.1 -0.7
C 1.518 0.201 -0.930 -0.7 1.2 0.4
C 0.058 -0.011 -0.351 -0.6 0.5 -0.6
C -0.936 0.607 -1.439 1.7 -0.7 -0.1
N -2.338 0.115 -1.257 -0.9 -0.4 -0.4
C -2.635 -1.166 -1.687 -2.2 -0.8 0.3
C -1.589 -2.127 -2.306 0.4 -1.3 -0.5
C -1.824 -2.359 -3.868 0.1 1.3 0.6
O -2.028 -1.389 -4.530 0.0 -0.8 -0.2
O -1.719 -3.673 -4.332 -0.9 0.7 0.9
C -2.884 -4.125 -5.005 -1.7 -1.8 -0.9
C -3.375 -5.600 -4.722 0.8 0.2 -0.5
O -3.505 -3.494 -5.802 0.8 0.6 0.7
C -4.012 -1.690 -1.529 0.1 2.0 1.7
P -4.319 -3.473 -2.103 -0.2 0.0 -1.3
O -5.964 -3.815 -2.053 1.8 0.3 1.5
Br -3.405 -4.828 -0.510 -0.6 0.7 -0.1
C -5.064 -0.830 -0.953 2.4 1.0 0.0
N -6.437 -1.241 -0.802 1.0 0.6 -0.4
C -4.692 0.537 -0.504 1.3 -1.4 -0.8
C -5.785 1.455 0.118 0.4 0.2 0.3
C -6.508 0.822 1.387 -1.1 -0.2 -0.4
C -8.084 0.734 1.133 -0.1 -0.6 0.1
C -8.673 -0.710 1.417 -0.5 0.3 -0.6
O -9.578 -0.716 2.565 1.5 -0.7 0.9
C -9.339 -1.887 3.318 -0.8 0.4 -1.0
O -9.740 -2.935 2.910 0.5 0.2 0.7
C -3.293 0.934 -0.674 -2.1 0.2 0.5
C -2.928 2.350 -0.155 0.6 -0.9 0.4
Cl -2.888 3.644 -1.387 -0.3 -1.1 0.9
C -2.649 2.597 1.155 -0.1 0.5 -0.9
C -2.234 4.001 1.696 0.6 -0.9 0.3
Cl -2.758 1.194 2.287 0.2 1.5 -0.9
H 7.393 -1.641 0.903 -0.9 0.5 0.1
H 5.666 -1.981 1.457 1.0 0.6 -0.3
H 6.394 -0.366 1.791 0.3 -0.8 -0.6
H 6.303 -0.908 -1.219 -0.4 0.2 0.9
H 5.593 0.474 -0.292 0.5 -1.0 0.1
H 4.294 -2.376 -0.327 0.2 1.1 -0.3
H 3.891 -1.027 -1.465 0.0 -0.1 1.0
H 3.833 -0.458 1.632 -0.5 -0.8 -0.7
H 2.435 -1.464 0.891 1.0 0.4 0.2
H 2.148 1.225 0.972 0.3 -0.5 -0.7
H 3.384 1.189 -0.380 -0.7 -0.4 0.7
H 1.789 -0.707 -1.526 0.0 0.8 0.6
H 1.447 1.077 -1.644 0.1 -1.0 0.5
H -0.117 0.519 0.628 0.3 -0.6 -0.9
H -0.229 -1.096 -0.247 0.5 1.1 0.2
H -0.872 1.719 -1.481 -0.4 -1.0 0.2
H -0.543 0.239 -2.430 -0.9 0.5 0.8
H -0.528 -1.792 -2.213 -1.0 -0.2 0.0
H -1.626 -3.156 -1.841 -0.1 1.3 0.0
H -3.576 -6.029 -5.745 0.3 0.4 1.1
H -4.370 -5.605 -4.199 1.2 0.2 -0.3
H -2.607 -6.226 -4.209 -0.8 0.5 -0.2
H -6.141 -4.086 -1.125 -0.5 0.0 -0.7
H -6.805 -1.436 -1.737 -0.1 -0.3 0.5
H -6.526 -2.043 -0.180 -0.1 0.2 -0.4
H -6.508 1.691 -0.715 0.5 -0.4 1.0
H -5.390 2.452 0.451 0.0 -1.0 -0.6
H -6.122 -0.208 1.625 -0.2 1.0 -0.3
H -6.372 1.434 2.314 0.3 -0.4 -1.0
H -8.345 0.968 0.066 0.5 -0.2 1.0
H -8.622 1.499 1.761 0.5 -0.9 -0.5
H -9.284 -1.059 0.539 0.7 0.3 0.8
H -7.875 -1.473 1.606 -0.5 0.8 -0.3
H -8.758 -1.745 4.272 -0.6 0.1 -0.7
H -3.029 4.485 2.314 0.5 -0.5 -0.6
H -1.328 3.864 2.352 -1.0 0.1 -0.5
H -1.909 4.679 0.864 -0.6 -0.7 0.7
C 2.818 -5.171 3.919 0.2 -0.2 0.1
C 2.231 -3.966 4.627 -0.3 0.1 0.0
C 3.144 -2.849 4.155 0.3 0.1 0.0
O 3.593 -3.208 2.841 -0.2 -0.2 0.2
C 3.246 -4.576 2.590 0.0 0.1 -0.2
H 2.119 -6.000 3.809 0.0 0.0 0.0
H 3.694 -5.533 4.466 0.0 0.0 0.0
H 1.210 -3.789 4.274 0.0 0.0 0.0
H 2.203 -4.063 5.712 0.0 0.0 0.0
H 4.026 -2.757 4.798 -0.1 0.0 0.1
H 2.639 -1.881 4.117 0.1 0.0 -0.1
H 2.423 -4.587 1.867 0.0 -0.1 0.0
H 4.100 -5.096 2.152 0.0 0.1 0.0
C 0.912 5.400 -1.324 0.2 0.1 0.3
C 1.011 5.792 -2.786 -0.3 0.1 -0.2
C 1.771 4.617 -3.375 0.3 0.0 -0.1
O 1.420 3.466 -2.593 -0.1 0.1 0.2
C 0.730 3.896 -1.416 0.0 -0.2 -0.1
H 0.100 5.896 -0.789 0.0 0.0 0.0
H 1.850 5.633 -0.811 -0.1 0.0 0.0
H 0.010 5.849 -3.224 0.1 0.0 0.0
H 1.510 6.747 -2.952 0.0 -0.1 0.0
H 2.853 4.762 -3.295 0.0 0.0 -0.1
H 1.521 4.438 -4.422 0.0 -0.1 0.1
H -0.328 3.631 -1.532 0.1 0.2 0.1
H 1.128 3.369 -0.544 0.1 -0.1 -0.1
C 9.354 3.327 0.950 0.2 0.1 -0.3
C 8.111 3.980 1.520 -0.1 0.1 0.3
C 7.007 3.125 0.925 -0.2 -0.1 -0.2
O 7.544 1.805 0.761 0.2 0.4 0.1
C 8.966 1.860 0.952 0.0 -0.3 0.2
H 10.259 3.528 1.524 0.0 0.0 0.0
H 9.517 3.669 -0.076 0.0 0.0 0.0
H 8.109 3.887 2.610 0.0 0.0 0.0
H 8.014 5.036 1.268 0.0 -0.1 0.0
H 6.710 3.492 -0.064 0.0 0.1 0.0
H 6.121 3.082 1.562 0.0 -0.1 0.0
H 9.193 1.391 1.915 0.1 0.0 0.0
H 9.463 1.293 0.162 -0.1 0.0 0.0